(1)
Density functional theory data (ωB97M-V/def2-TZVPD) for a 7-piece molecular cluster, C34H86F3N6O15 overall in a non-equilibrium geometry.

Computed properties:
* spin multiplicity: 1
* E_HOMO: -7.1 eV
* energy: -84415.1703 eV
* Kohn-Sham gap: 2.62 eV
* relative energy (zero: lowest compared OMol25 entry of this formula, charge and spin): 11.232 eV
* maximum force: 5.32 eV/Å
* net charge: +3

Last column: Löwdin charge in e.
Element x y z (Å)
N (6.340, 1.964, -8.523)  0.09
O (5.436, 4.520, -9.762)  -0.24
H (12.983, -5.136, 2.917)  0.13
H (11.907, -4.835, 5.297)  0.14
H (-2.642, 6.955, 8.241)  0.13
H (-4.638, 2.401, 8.271)  0.09
H (5.140, 6.102, -11.169)  0.09
C (4.490, 1.483, 9.840)  -0.50
H (-8.858, -9.561, -6.076)  0.13
H (10.860, -3.831, 0.862)  0.08
F (3.339, 1.304, 9.084)  0.06
H (-10.796, -8.876, -4.049)  0.17
C (11.695, -5.655, 4.610)  -0.06
O (-7.892, -8.065, -4.050)  -0.19
H (-1.166, 10.333, 7.398)  0.09
H (4.769, 2.952, -10.739)  0.13
C (-3.279, 6.342, 7.603)  -0.05
N (-6.025, 4.160, -1.750)  0.07
H (-8.329, -7.258, -5.985)  0.13
C (9.260, -4.741, 4.662)  -0.08
C (-5.321, 3.097, 7.784)  -0.06
C (-6.771, 2.971, -1.296)  -0.10
H (9.706, -4.015, 5.341)  0.14
H (6.450, 2.335, 9.753)  0.12
H (-4.202, 3.116, -2.407)  0.13
O (4.901, 1.290, -6.234)  -0.22
H (3.767, 5.043, -10.861)  0.09
H (7.731, 3.140, -9.618)  0.15
H (-8.411, 2.426, 0.013)  0.14
C (5.962, 2.200, -5.927)  -0.17
H (-5.776, 4.697, -0.931)  0.16
C (-5.115, 3.899, -4.162)  -0.16
H (6.847, 1.572, -5.826)  0.12
H (-7.090, 2.353, -2.135)  0.14
H (5.290, -4.691, 2.984)  0.10
C (-4.738, 4.029, -2.667)  -0.01
H (4.270, 6.288, -9.633)  0.09
C (-7.925, 3.326, -0.363)  -0.17
H (7.840, -6.184, 5.334)  0.14
H (-12.008, -10.845, -4.398)  0.13
H (5.531, 1.071, 4.791)  0.06
H (-2.983, 4.438, 8.685)  0.13
H (7.687, -4.413, 5.810)  0.15
N (-10.427, -9.568, -4.685)  0.09
H (-1.055, 9.793, 5.694)  0.08
H (-2.817, 5.053, 6.006)  0.15
H (-0.488, 5.846, 7.508)  0.15
H (-4.219, 3.585, -4.698)  0.12
H (-11.744, -12.215, -6.585)  0.14
O (-0.651, 0.911, 1.368)  -0.09
O (5.191, 3.896, 9.075)  -0.30
H (-9.954, -10.324, -4.211)  0.16
H (-4.527, 5.418, 8.958)  0.13
H (4.273, 0.719, -4.292)  0.09
H (-10.298, -8.549, -6.540)  0.14
H (-5.235, 6.508, -6.209)  0.10
O (-1.791, -0.756, 1.699)  -0.09
C (-8.834, -7.625, -5.092)  -0.18
H (-6.032, 2.372, -0.764)  0.14
C (7.884, -5.140, 5.023)  -0.18
H (-0.375, 5.257, 5.975)  0.14
C (5.838, -4.632, 3.924)  -0.12
H (5.374, 3.648, -7.398)  0.13
H (-8.797, 3.969, 2.073)  0.10
H (-0.735, 7.524, 5.162)  0.12
H (5.843, -3.651, 4.399)  0.09
H (5.283, -0.411, -4.953)  0.09
C (-4.724, 5.597, -5.898)  -0.09
H (6.070, 3.829, -11.473)  0.13
O (-10.308, -10.919, -7.377)  -0.22
H (-6.304, -6.790, -4.463)  0.09
C (-9.397, -11.784, -8.135)  -0.05
H (11.617, -6.081, 2.438)  0.13
H (-9.396, 5.157, 0.911)  0.10
H (5.541, 1.347, -8.551)  0.16
C (5.489, 2.236, 6.671)  -0.31
H (-4.177, 6.770, 7.156)  0.13
H (-8.712, -12.285, -7.452)  0.09
H (12.342, -3.053, 1.189)  0.09
H (-8.676, 3.737, -1.038)  0.13
H (-12.288, -9.837, -5.833)  0.13
C (11.923, -5.290, 3.123)  -0.17
H (-9.437, -6.806, -4.701)  0.13
H (0.643, 7.421, 6.122)  0.15
C (-11.558, -10.456, -5.312)  -0.06
C (-9.575, -8.802, -5.764)  -0.05
H (-10.292, -12.118, -5.599)  0.12
H (-6.449, -7.144, -2.776)  0.10
O (-7.603, 4.377, 0.548)  -0.19
O (-5.510, 5.184, -4.774)  -0.22
C (4.516, 0.297, -5.267)  -0.08
C (5.738, 3.404, -10.526)  -0.23
O (-0.876, 8.337, 7.170)  -0.18
H (-3.690, 5.871, -5.691)  0.09
N (-2.516, 5.962, 6.327)  0.10
C (-0.443, 7.374, 6.202)  -0.24
H (-7.643, -6.082, -3.603)  0.08
O (11.455, -3.921, 3.003)  -0.22
H (-6.697, 4.833, -2.088)  0.17
H (-8.124, 5.540, 2.175)  0.10
H (-4.020, 4.811, -2.420)  0.14
N (10.195, -5.963, 4.820)  0.08
C (4.594, 5.572, -10.389)  -0.01
C (-3.815, 4.993, 8.250)  -0.15
H (3.632, -0.301, -5.486)  0.09
H (7.145, 1.374, -8.367)  0.16
C (-7.037, -6.985, -3.680)  -0.09
H (9.907, -6.806, 4.345)  0.18
C (5.550, 2.513, 9.164)  -0.42
O (7.111, -5.162, 3.794)  -0.18
C (6.184, 1.628, 5.464)  -0.10
H (-9.784, -12.431, -8.922)  0.10
O (6.171, 2.142, 7.899)  -0.12
H (-4.784, 4.852, -6.692)  0.09
H (6.625, 2.420, 4.859)  0.06
H (-2.683, 6.632, 5.590)  0.16
H (0.405, 9.989, 6.662)  0.10
H (5.740, 2.793, -5.040)  0.14
H (4.553, 1.678, 6.697)  0.10
H (-8.704, -11.148, -8.687)  0.09
F (5.057, 0.297, 9.949)  0.12
O (-1.186, 0.447, 3.395)  -0.10
C (-10.955, -11.544, -6.246)  -0.17
H (12.364, -6.477, 4.863)  0.14
O (-4.469, 4.139, 7.248)  -0.23
H (6.979, 1.680, -10.462)  0.14
H (10.208, -6.169, 5.809)  0.16
C (6.203, 2.953, -7.271)  -0.03
F (4.043, 1.826, 11.107)  0.08
C (6.834, 2.562, -9.838)  -0.05
C (-8.513, 4.820, 1.454)  -0.11
C (-0.952, 5.995, 6.533)  -0.06
H (-5.921, 3.225, -4.452)  0.13
H (5.236, -5.115, 4.694)  0.09
C (-0.641, 9.684, 6.696)  -0.07
N (-1.249, 0.233, 2.161)  -0.72
H (10.845, -2.392, 1.796)  0.09
C (11.398, -3.322, 1.662)  -0.06
H (7.185, 3.403, -7.120)  0.13
H (-6.034, 3.500, 8.504)  0.09
H (5.249, 3.253, 6.359)  0.10
H (-5.791, 2.526, 6.984)  0.09
H (9.259, -4.329, 3.653)  0.14
H (6.984, 0.965, 5.793)  0.06

(2)
Density functional theory data (ωB97M-V/def2-TZVPD) for C25H23N5Tc as an isolated structure in a non-equilibrium geometry.

Computed properties:
* spin multiplicity: 2
* E_HOMO (spin up / spin down): -14.2 / -14.3 eV
* energy: -35932.5489 eV
* Kohn-Sham gap (spin up / spin down): 6.15 / 6.17 eV
* expectation value of S²: 0.79
* relative energy (zero: lowest compared OMol25 entry of this formula, charge and spin): 0.000 eV
* maximum force: 1.48 eV/Å
* net charge: +2

Last column: Mulliken spin population.
Element x y z (Å)
C (-2.021, -2.205, -1.504)  -0.01
C (-3.362, 1.921, 0.273)  0.00
C (2.833, 1.251, -2.300)  -0.01
H (-2.605, 0.901, 3.405)  0.00
C (2.602, 2.613, -2.456)  0.03
H (-0.193, 2.860, -0.570)  0.00
C (-0.927, -3.096, -1.675)  -0.03
C (2.473, -2.848, -0.388)  0.01
H (4.521, -3.362, -1.087)  0.00
C (0.078, 0.141, 3.660)  0.01
C (-4.715, 2.276, 2.368)  0.00
H (-4.137, 2.433, -0.283)  0.00
H (2.117, -3.693, 0.176)  0.00
C (-1.771, -3.405, 0.435)  -0.02
H (-1.911, -3.753, 1.448)  0.00
N (-0.402, -0.124, 2.429)  0.00
H (1.542, -2.616, 2.730)  0.00
C (-2.504, 1.076, 2.341)  0.00
C (0.978, -1.712, 2.887)  0.01
N (2.399, -0.900, -1.309)  0.00
C (1.508, 3.187, -1.791)  -0.01
C (0.965, -0.858, 3.990)  0.00
C (-2.258, 1.437, -0.397)  0.06
C (-1.387, 0.585, 1.680)  0.00
Tc (-0.345, -1.678, -0.072)  0.76
H (4.170, 2.858, -3.910)  0.00
N (1.694, -1.784, -0.548)  0.02
H (-4.562, 2.319, 3.444)  0.00
C (3.693, -2.677, -1.041)  0.00
C (-0.789, -3.862, -0.466)  -0.01
H (-2.163, 1.563, -1.469)  0.00
C (-3.500, 1.761, 1.656)  0.02
H (-0.234, 1.018, 4.201)  0.00
C (3.616, -1.433, -1.602)  0.02
N (0.147, -1.269, 1.947)  -0.05
C (3.523, 3.458, -3.275)  0.00
H (4.358, -0.890, -2.156)  0.00
C (-1.242, 0.782, 0.299)  -0.09
H (-0.341, -3.217, -2.572)  0.00
H (-2.376, -1.494, -2.234)  0.00
C (0.835, 1.008, -0.960)  0.01
N (-0.108, 0.221, -0.368)  0.07
C (-2.534, -2.379, -0.197)  0.10
C (0.652, 2.408, -1.067)  0.02
H (-3.352, -1.832, 0.245)  0.01
C (2.006, 0.444, -1.535)  0.06
H (-5.571, 1.626, 2.174)  0.00
H (3.697, 0.833, -2.794)  0.00
H (-4.977, 3.272, 2.014)  0.00
H (2.960, 4.151, -3.899)  0.00
H (1.528, -0.954, 4.901)  0.00
H (1.336, 4.253, -1.864)  0.00
H (-0.099, -4.673, -0.299)  0.00
H (4.156, 4.060, -2.617)  0.00

(3)
Density functional theory data (ωB97M-V/def2-TZVPD) for the molecule CH3I2NO in a non-equilibrium geometry.

Computed properties:
* spin multiplicity: 1
* E_HOMO (spin up / spin down): -8.5 / -8.5 eV
* energy: -20819.5884 eV
* Kohn-Sham gap (spin up / spin down): 7.34 / 7.34 eV
* relative energy (zero: lowest compared OMol25 entry of this formula, charge and spin): 1.583 eV
* maximum force: 1.26 eV/Å

Last column: natural (NBO) charge in e.
Element x y z (Å)
N (0.819, 1.768, -1.391)  -1.06
C (-0.306, -0.831, 1.154)  -0.25
I (1.320, -0.043, -1.270)  1.25
O (-0.346, -0.435, -0.184)  -0.76
I (-0.500, 2.348, -2.837)  0.28
H (0.226, -0.110, 1.782)  0.17
H (0.139, -1.824, 1.280)  0.16
H (-1.352, -0.873, 1.467)  0.20

(4)
Density functional theory data (ωB97M-V/def2-TZVPD) for a 2-piece molecular cluster, C4H11NO overall in a non-equilibrium geometry.

Computed properties:
* spin multiplicity: 1
* SMILES: C=C(N)CC.O
* E_HOMO: -8.2 eV
* energy: -7862.6409 eV
* Kohn-Sham gap: 9.04 eV
* relative energy (zero: lowest compared OMol25 entry of this formula, charge and spin): 1.913 eV
* maximum force: 3.88 eV/Å

Last column: natural (NBO) charge in e.
Element x y z (Å)
N (-1.098, -1.521, 0.543)  -0.82
H (1.657, -0.993, -1.163)  0.22
H (-0.805, 2.768, 0.335)  0.47
H (1.511, 1.440, -0.417)  0.21
H (-0.685, -1.988, 1.261)  0.38
H (1.380, -1.664, 0.461)  0.21
H (2.674, 0.532, 0.708)  0.21
C (1.106, -0.767, -0.158)  -0.45
O (-0.928, 2.293, 1.236)  -0.95
H (-0.781, 0.233, -2.351)  0.21
C (-0.364, -0.852, -0.421)  0.19
H (-2.124, -0.539, -1.578)  0.19
H (-2.077, -1.315, 0.696)  0.39
H (-1.054, 1.288, 0.918)  0.48
C (-1.064, -0.364, -1.498)  -0.55
C (1.630, 0.610, 0.309)  -0.60
H (1.023, 0.840, 1.119)  0.21

(5)
Density functional theory data (ωB97M-V/def2-TZVPD) for a 2-piece molecular cluster, C4H7NO4 overall in a non-equilibrium geometry.

Computed properties:
* spin multiplicity: 1
* SMILES: CC(=O)C(N)=O.O=CO
* E_HOMO: -9.0 eV
* energy: -13940.9451 eV
* Kohn-Sham gap: 9.73 eV
* relative energy (zero: lowest compared OMol25 entry of this formula, charge and spin): 1.692 eV
* maximum force: 4.41 eV/Å

Last column: natural (NBO) charge in e.
Element x y z (Å)
H (-0.948, 2.752, 0.772)  0.24
O (1.140, 1.289, 0.737)  -0.59
C (-0.457, -0.649, 0.802)  0.57
H (0.176, -2.058, 2.156)  0.41
H (1.379, -0.854, 1.697)  0.42
O (-1.578, -1.065, 0.580)  -0.62
O (0.351, 0.345, -1.786)  -0.60
C (-1.147, 1.839, 0.204)  -0.74
H (2.112, -0.513, -1.113)  0.16
N (0.460, -1.266, 1.598)  -0.84
O (0.846, -1.859, -1.934)  -0.65
C (1.098, -0.620, -1.513)  0.66
C (0.050, 0.946, 0.323)  0.56
H (-0.081, -1.863, -2.241)  0.51
H (-2.094, 1.429, 0.550)  0.25
H (-1.305, 2.145, -0.832)  0.25

(6)
Density functional theory data (ωB97M-V/def2-TZVPD) for a 6-piece molecular cluster, C34H72B3N2O15P overall in a non-equilibrium geometry.

Computed properties:
* spin multiplicity: 1
* SMILES: COCCCCCCCB1OB(CCCCNC(C)=O)OB([PH2]=N)O1.CCOC(C)=O.CCOC(C)=O.CCOC(C)=O.CCOC(C)=O.CCOC(C)=O
* E_HOMO: -8.0 eV
* energy: -81433.6356 eV
* Kohn-Sham gap: 8.48 eV
* maximum force: 8.20 eV/Å

Last column: Löwdin charge in e.
Element x y z (Å)
H (2.490, 0.919, -7.525)  0.08
H (4.271, 0.296, 3.385)  0.11
H (8.070, 0.705, -0.117)  0.11
H (5.046, -1.449, 1.243)  0.11
H (-1.542, 0.189, 2.313)  0.12
H (6.267, -1.427, -0.973)  0.10
N (-3.806, -2.167, 1.909)  -0.03
H (-4.468, -2.233, 1.078)  0.12
O (0.706, -1.999, -1.453)  0.11
C (3.791, 0.119, 2.333)  -0.19
H (-8.070, 7.864, -1.166)  0.07
O (-5.757, -1.545, 7.024)  0.08
C (7.870, -1.256, -7.979)  -0.23
C (-2.893, -4.138, 3.668)  -0.05
N (4.608, -3.679, -1.996)  -0.34
C (0.371, 1.416, -5.847)  0.01
C (-1.793, 0.786, 0.115)  -0.21
C (-2.289, -0.044, 1.419)  -0.17
H (9.892, -0.914, -7.301)  0.08
H (8.491, -0.485, 1.291)  0.11
O (-3.565, -4.586, 1.237)  -0.07
H (-2.539, -2.061, 0.160)  0.13
H (3.456, -1.727, -3.237)  0.01
H (-9.516, 8.656, -0.488)  0.10
H (-1.755, -0.927, -1.523)  0.12
H (-2.323, -5.181, 3.560)  0.10
C (2.642, -1.081, 2.517)  -0.09
C (-4.966, -2.220, 7.676)  -0.51
H (-8.097, 2.998, 1.858)  0.12
B (2.032, -2.510, -1.054)  -0.49
O (1.361, -0.224, 0.267)  0.17
C (7.671, -2.900, 0.264)  -0.22
H (8.049, -3.580, -0.640)  0.13
C (-6.804, 7.090, 0.896)  -0.23
H (-4.053, -5.383, 7.617)  0.12
H (6.554, 1.274, -10.537)  0.10
H (-5.683, 8.913, 1.187)  0.08
H (8.635, -0.270, -6.219)  0.09
O (1.986, -0.289, -5.122)  -0.03
H (-3.587, -5.419, 10.056)  0.08
H (2.976, -0.578, -8.344)  0.09
H (3.082, -2.062, 2.981)  0.12
H (-4.287, -3.799, 10.230)  0.07
H (-2.076, -3.395, 4.120)  0.09
H (-6.036, 0.764, 0.130)  0.10
H (-9.654, 7.314, -1.655)  0.10
O (2.317, -2.674, 0.385)  0.14
H (-1.079, 1.675, 0.448)  0.13
H (-6.963, 8.637, 2.392)  0.09
C (-9.182, 6.718, 0.323)  -0.50
C (-5.497, 2.391, 1.375)  -0.50
H (-7.311, 1.183, 1.248)  0.07
H (0.912, 2.322, -6.132)  0.10
O (6.569, -0.648, -7.875)  0.00
H (-3.800, -4.182, 4.405)  0.08
H (-1.638, -2.179, 1.869)  0.13
H (7.795, -2.232, -7.487)  0.13
H (-3.124, -2.155, 8.846)  0.07
H (-0.612, 1.693, -5.449)  0.09
O (-10.228, 6.113, 0.538)  0.08
H (8.517, -2.817, 1.071)  0.12
H (7.207, -4.317, 2.785)  0.09
O (-4.989, -3.571, 7.595)  -0.01
O (-8.121, 6.569, 1.152)  -0.02
C (6.893, -4.691, 1.715)  -0.12
C (-4.309, -4.715, 9.634)  -0.07
H (-0.903, 0.700, -1.981)  0.12
C (6.391, 0.384, 1.438)  -0.22
O (6.490, -3.579, 0.816)  -0.29
H (3.170, 1.084, 2.011)  0.12
H (-4.545, -1.368, 9.579)  0.10
H (-5.857, 0.351, 1.856)  0.09
H (1.708, -0.677, 3.135)  0.12
O (1.049, 1.061, -3.598)  0.08
C (4.928, -0.287, 1.176)  -0.20
H (1.030, -1.076, -6.815)  0.11
C (-6.699, 8.538, 1.334)  -0.07
P (3.246, -2.962, -2.495)  0.76
C (8.916, -0.422, -7.266)  -0.07
C (7.316, -1.429, -0.451)  -0.17
H (4.517, -3.737, -0.957)  -0.05
H (-7.388, 9.179, 0.777)  0.07
H (8.128, -1.457, -9.023)  0.12
H (7.863, -5.186, 1.235)  0.10
H (2.487, -3.829, -3.401)  0.01
C (-2.510, -1.646, 1.251)  -0.20
H (0.181, 0.811, -6.731)  0.07
H (-2.992, -4.049, 8.021)  0.11
C (-6.230, 1.100, 1.154)  0.01
H (6.008, -5.445, 1.853)  0.10
C (-1.076, -0.054, -1.079)  -0.10
H (7.424, 1.938, -9.128)  0.10
B (0.380, -0.727, -0.717)  -0.37
H (-6.855, 2.773, 4.675)  0.09
C (2.036, -0.898, -6.425)  -0.22
H (6.654, 0.209, 2.582)  0.11
C (-4.019, -1.571, 8.643)  0.00
C (-9.083, 7.704, -0.804)  0.00
H (-6.112, 6.486, 1.491)  0.12
C (-4.001, -4.442, 8.175)  -0.24
H (-2.747, 1.319, -0.356)  0.11
C (7.625, -0.166, 0.535)  -0.22
H (4.570, 0.067, 0.095)  0.14
H (-5.315, -5.135, 9.740)  0.09
C (-7.536, 2.425, 3.891)  -0.06
H (-8.559, 2.448, 4.277)  0.08
H (8.108, -1.351, -1.342)  0.12
H (-7.268, 1.385, 3.683)  0.07
O (-6.051, 3.325, 2.184)  -0.01
H (7.929, 0.410, -9.896)  0.07
C (6.107, 0.324, -8.696)  -0.47
C (-7.410, 3.294, 2.656)  -0.23
H (-3.327, 0.436, 1.762)  0.10
O (4.934, 0.679, -8.639)  0.05
C (-3.458, -3.642, 2.204)  -0.32
H (6.313, 1.557, 1.247)  0.12
H (-6.519, 6.943, -0.150)  0.12
C (2.897, -0.084, -7.371)  -0.09
H (2.492, -1.884, -6.287)  0.12
O (-4.382, 2.570, 0.892)  0.06
H (-3.676, -0.625, 8.209)  0.10
C (7.076, 1.020, -9.608)  0.01
H (9.014, 0.572, -7.712)  0.07
C (1.135, 0.704, -4.769)  -0.49
B (2.050, -1.331, 0.967)  -0.41
H (-7.669, 4.326, 2.918)  0.12
H (3.902, 0.045, -6.958)  0.07